No. 1
C28H22CsN4OS4 | ωB97M-V/def2-TZVPD

- Orbital gap: 2.55 eV
- Energy above the lowest of the compared OMol25 structures with the same formula, charge and spin: 0.435 eV
- HOMO energy: -0.0586 hartree
- Charge: -1
- Calculated total energy: -2987.38921 hartree

Structure (XYZ):
```
60
C28H22CsN4OS4 ωB97M-V/def2-TZVPD
Cs -0.642 -0.691 -1.451
S -4.511 -4.545 5.667
N -3.474 -3.299 5.608
C -3.118 -3.159 4.345
C -2.186 -2.172 3.832
C -1.566 -1.226 4.648
C -0.706 -0.317 4.081
C -0.481 -0.393 2.704
N -1.051 -1.285 1.920
C -1.908 -2.164 2.456
C -2.579 -3.123 1.544
N -2.300 -3.045 0.236
C -2.912 -3.865 -0.595
C -3.839 -4.829 -0.193
C -4.128 -4.927 1.147
C -3.494 -4.064 2.042
C -3.756 -4.087 3.469
N -4.577 -4.915 4.088
H -1.782 -1.220 5.709
H -0.218 0.444 4.674
H 0.184 0.316 2.218
H -2.663 -3.751 -1.646
H -4.316 -5.470 -0.921
H -4.839 -5.651 1.524
C -1.846 3.040 -5.364
C -1.552 2.344 -4.038
S -0.436 0.980 -4.181
C -2.165 2.819 -2.924
C -3.090 4.022 -3.080
S -2.055 2.216 -1.269
H -1.309 2.539 -6.166
H -1.539 4.093 -5.352
H -2.916 3.026 -5.605
H -3.920 3.813 -3.766
H -2.562 4.895 -3.481
H -3.507 4.289 -2.111
O 2.051 -1.035 -1.359
S 2.547 -0.393 -0.113
C 4.327 -0.224 -0.332
C 4.851 -0.218 -1.612
C 6.220 -0.081 -1.777
C 7.050 0.045 -0.670
C 6.513 0.028 0.610
C 5.144 -0.112 0.783
C 2.147 1.353 -0.207
C 2.215 2.107 0.961
C 1.834 3.438 0.926
C 1.345 3.989 -0.255
C 1.250 3.218 -1.401
C 1.679 1.898 -1.392
H 4.177 -0.324 -2.454
H 6.643 -0.070 -2.774
H 8.119 0.151 -0.805
H 7.160 0.117 1.473
H 4.711 -0.137 1.776
H 2.556 1.652 1.887
H 1.880 4.035 1.828
H 0.988 5.010 -0.262
H 0.798 3.607 -2.304
H 1.551 1.307 -2.294
```

No. 2
C28H22N6O2RuS2 | ωB97M-V/def2-TZVPD

- <S²>: 8.838
- Orbital gap (alpha / beta): 6.55 / 4.88 eV
- Energy above the lowest of the compared OMol25 structures with the same formula, charge and spin: 0.000 eV
- Spin multiplicity: 6
- HOMO energy (alpha / beta): -0.3671 / -0.3901 hartree
- Charge: +1
- Calculated total energy: -2450.12863 hartree

Structure (XYZ):
```
61
C28H22N6O2RuS2 ωB97M-V/def2-TZVPD
Ru 0.186 0.332 -0.244
O 0.634 -5.172 -0.265
C 0.394 -4.825 -1.539
C 0.316 -5.858 -2.473
C 0.076 -5.585 -3.801
C -0.093 -4.271 -4.240
C -0.012 -3.247 -3.327
C 0.229 -3.496 -1.967
C 0.307 -2.355 -1.050
O 0.225 -1.142 -1.570
N 0.456 -2.544 0.224
N 0.506 -1.343 0.961
C 0.587 -1.547 2.239
S 0.638 -0.265 3.398
C 0.345 -1.339 4.832
C 1.013 -2.664 4.552
S 0.580 -3.165 2.865
H 0.670 -4.354 0.267
H 0.453 -6.872 -2.116
H 0.019 -6.401 -4.511
H -0.282 -4.060 -5.285
H -0.133 -2.221 -3.646
H -0.730 -1.442 4.966
H 0.775 -0.837 5.697
H 0.663 -3.444 5.225
H 2.096 -2.587 4.619
C 3.162 3.701 3.073
C 1.850 4.060 3.390
C 0.785 3.439 2.776
C 1.029 2.425 1.812
C 2.370 2.064 1.503
C 3.413 2.700 2.126
N 0.012 1.790 1.189
N -1.275 2.223 1.591
C -2.219 1.444 1.089
C -3.586 1.721 1.416
C -4.573 0.983 0.828
C -4.262 -0.035 -0.094
C -2.923 -0.329 -0.417
C -1.897 0.367 0.172
H 3.991 4.198 3.563
H 1.666 4.837 4.121
H -0.236 3.707 2.998
H 2.555 1.279 0.785
H 4.433 2.425 1.886
H -3.810 2.511 2.123
H -5.608 1.185 1.071
H -5.063 -0.597 -0.562
H -2.710 -1.116 -1.133
N 0.071 5.197 -5.864
C 0.122 4.449 -4.995
C 0.191 3.516 -3.897
C -0.077 2.171 -4.090
C 0.022 1.311 -3.017
N 0.364 1.721 -1.785
C 0.619 3.027 -1.605
C 0.541 3.949 -2.626
H -0.356 1.794 -5.064
H -0.172 0.255 -3.124
H 0.901 3.339 -0.614
H 0.752 4.993 -2.434
```

No. 3
C28H23BBeBr2ClCsF6N3NaO21 | ωB97M-V/def2-TZVPD

- Orbital gap: 1.18 eV
- HOMO energy: -0.2187 hartree
- Charge: 0
- Calculated total energy: -9254.10161 hartree

Structure (XYZ):
```
88
C28H23BBeBr2ClCsF6N3NaO21 ωB97M-V/def2-TZVPD
C 5.153 -0.820 -0.059
C 3.574 -0.953 -0.254
O 3.012 -1.716 0.487
N 2.855 -0.172 -1.232
C 2.958 -0.724 -2.582
C 1.463 -0.149 -0.789
C 0.538 -1.154 -1.118
C -0.742 -1.022 -0.618
C -1.152 0.038 0.184
C -0.251 1.049 0.486
C 1.052 0.947 -0.009
C 1.987 2.094 0.346
F 1.303 3.225 0.543
F 2.625 1.837 1.513
F 2.913 2.371 -0.620
C -2.607 -0.161 0.568
O -3.403 0.674 0.988
N -2.846 -1.573 0.325
C -1.993 -1.920 -0.758
O -2.170 -2.708 -1.684
H 5.693 -1.339 -0.871
H 5.439 -1.370 0.898
H 5.453 0.220 0.065
H 2.548 -1.759 -2.674
H 2.529 -0.042 -3.311
H 4.038 -0.752 -2.841
H 0.792 -2.008 -1.728
H -0.552 1.890 1.097
H -2.711 -2.164 1.143
Be 1.897 3.696 -2.105
C -3.435 5.855 -2.073
C -4.605 5.142 -1.883
C -4.451 3.783 -1.221
O -5.400 3.075 -0.926
C -3.104 3.327 -0.947
C -1.902 4.036 -1.146
C -2.083 5.444 -1.713
O -1.153 6.209 -1.873
O -0.767 3.613 -0.898
O -5.768 5.511 -2.195
H -3.492 6.841 -2.535
H -3.045 2.328 -0.536
O -7.189 6.488 -4.186
H -6.501 5.985 -3.537
H -7.593 7.250 -3.739
H -7.863 5.892 -4.548
B 0.235 -4.891 2.557
O 1.476 -4.116 2.835
C 2.400 -4.527 2.016
O 3.529 -4.090 1.967
C 1.838 -5.620 1.122
O 2.447 -6.190 0.259
O 0.578 -5.817 1.454
O -0.211 -5.621 3.757
C -1.423 -5.202 4.049
O -2.093 -5.622 5.010
C -1.857 -4.174 3.062
O -2.903 -3.590 3.041
O -0.863 -3.995 2.186
Cl -2.713 -7.477 4.796
Na 4.713 -2.359 -2.666
Br -4.878 8.150 -6.638
C -5.433 9.425 -5.271
C -4.256 10.111 -4.654
Br -3.342 8.917 -3.399
H -6.024 8.872 -4.547
H -6.073 10.145 -5.790
H -4.577 10.968 -4.068
H -3.520 10.434 -5.381
Cs 5.927 -2.532 2.286
N -6.478 12.625 -6.990
O -6.200 13.564 -7.746
O -6.042 12.610 -5.812
O -7.199 11.681 -7.388
C 4.210 -8.790 4.376
C 4.643 -9.848 5.365
O 6.072 -9.826 5.547
C 6.539 -8.918 6.393
O 5.889 -8.123 7.007
C 8.064 -9.054 6.510
F 8.639 -9.206 5.309
F 8.386 -10.118 7.252
F 8.602 -7.978 7.081
H 4.750 -8.904 3.435
H 3.141 -8.861 4.180
H 4.426 -7.790 4.755
H 4.403 -10.839 4.986
H 4.134 -9.736 6.321
```

Copy entry 2 word for word.
C28H22N6O2RuS2 | ωB97M-V/def2-TZVPD

- <S²>: 8.838
- Orbital gap (alpha / beta): 6.55 / 4.88 eV
- Energy above the lowest of the compared OMol25 structures with the same formula, charge and spin: 0.000 eV
- Spin multiplicity: 6
- HOMO energy (alpha / beta): -0.3671 / -0.3901 hartree
- Charge: +1
- Calculated total energy: -2450.12863 hartree

Structure (XYZ):
```
61
C28H22N6O2RuS2 ωB97M-V/def2-TZVPD
Ru 0.186 0.332 -0.244
O 0.634 -5.172 -0.265
C 0.394 -4.825 -1.539
C 0.316 -5.858 -2.473
C 0.076 -5.585 -3.801
C -0.093 -4.271 -4.240
C -0.012 -3.247 -3.327
C 0.229 -3.496 -1.967
C 0.307 -2.355 -1.050
O 0.225 -1.142 -1.570
N 0.456 -2.544 0.224
N 0.506 -1.343 0.961
C 0.587 -1.547 2.239
S 0.638 -0.265 3.398
C 0.345 -1.339 4.832
C 1.013 -2.664 4.552
S 0.580 -3.165 2.865
H 0.670 -4.354 0.267
H 0.453 -6.872 -2.116
H 0.019 -6.401 -4.511
H -0.282 -4.060 -5.285
H -0.133 -2.221 -3.646
H -0.730 -1.442 4.966
H 0.775 -0.837 5.697
H 0.663 -3.444 5.225
H 2.096 -2.587 4.619
C 3.162 3.701 3.073
C 1.850 4.060 3.390
C 0.785 3.439 2.776
C 1.029 2.425 1.812
C 2.370 2.064 1.503
C 3.413 2.700 2.126
N 0.012 1.790 1.189
N -1.275 2.223 1.591
C -2.219 1.444 1.089
C -3.586 1.721 1.416
C -4.573 0.983 0.828
C -4.262 -0.035 -0.094
C -2.923 -0.329 -0.417
C -1.897 0.367 0.172
H 3.991 4.198 3.563
H 1.666 4.837 4.121
H -0.236 3.707 2.998
H 2.555 1.279 0.785
H 4.433 2.425 1.886
H -3.810 2.511 2.123
H -5.608 1.185 1.071
H -5.063 -0.597 -0.562
H -2.710 -1.116 -1.133
N 0.071 5.197 -5.864
C 0.122 4.449 -4.995
C 0.191 3.516 -3.897
C -0.077 2.171 -4.090
C 0.022 1.311 -3.017
N 0.364 1.721 -1.785
C 0.619 3.027 -1.605
C 0.541 3.949 -2.626
H -0.356 1.794 -5.064
H -0.172 0.255 -3.124
H 0.901 3.339 -0.614
H 0.752 4.993 -2.434
```